1.
The following is a DFT calculation (ωB97M-V/def2-TZVPD) of C44H38F6KN8O7PS3 as an isolated structure.

Atoms and positions in Å:
K1 0.886 -0.216 0.674
C1 1.025 -3.183 4.803
C2 -0.232 -3.692 5.109
C3 -1.280 -3.451 4.245
C4 -1.058 -2.686 3.091
N1 0.154 -2.220 2.781
C5 1.157 -2.466 3.627
N2 -2.143 -2.479 2.241
C6 -2.425 -1.282 1.846
N3 -1.807 -0.102 2.137
C7 -2.565 0.899 1.627
N4 -2.413 2.182 1.702
C8 -1.233 2.759 2.115
C9 -1.295 3.934 2.886
C10 -0.134 4.615 3.176
C11 1.079 4.138 2.689
C12 1.051 2.974 1.941
N5 -0.060 2.292 1.665
C13 -3.747 0.341 0.902
C14 -4.767 0.938 0.190
C15 -5.688 0.100 -0.436
C16 -5.578 -1.286 -0.338
C17 -4.546 -1.874 0.392
C18 -3.637 -1.034 1.003
H1 1.886 -3.328 5.440
H2 -0.390 -4.269 6.013
H3 -2.277 -3.827 4.431
H4 2.121 -2.059 3.353
H5 -2.265 4.282 3.215
H6 -0.169 5.521 3.773
H7 2.017 4.638 2.886
H8 1.974 2.565 1.534
H9 -4.825 2.016 0.114
H10 -6.495 0.528 -1.020
H11 -6.303 -1.912 -0.845
H12 -4.446 -2.949 0.476
O1 0.572 -0.157 -2.532
S1 1.815 0.611 -2.534
O2 2.835 0.090 -3.425
O3 2.292 0.910 -1.188
C19 1.349 2.200 -3.226
C20 2.266 2.823 -4.061
C21 1.985 4.062 -4.614
C22 0.774 4.675 -4.331
C23 -0.143 4.047 -3.501
C24 0.119 2.799 -2.932
P1 -1.088 1.972 -1.790
C25 -2.104 1.017 -2.987
C26 -2.780 -0.095 -2.493
C27 -3.588 -0.862 -3.321
C28 -3.717 -0.533 -4.662
C29 -3.037 0.567 -5.169
C30 -2.238 1.337 -4.336
C31 -2.200 3.407 -1.474
C32 -3.524 3.494 -1.894
C33 -4.316 4.577 -1.526
C34 -3.792 5.593 -0.742
C35 -2.469 5.519 -0.322
C36 -1.687 4.434 -0.679
H13 3.196 2.310 -4.267
H14 2.708 4.545 -5.260
H15 0.535 5.643 -4.756
H16 -1.083 4.543 -3.291
H17 -2.668 -0.368 -1.450
H18 -4.107 -1.720 -2.912
H19 -4.337 -1.137 -5.314
H20 -3.123 0.823 -6.219
H21 -1.704 2.188 -4.742
H22 -3.950 2.704 -2.501
H23 -5.349 4.621 -1.853
H24 -4.411 6.433 -0.451
H25 -2.050 6.295 0.307
H26 -0.664 4.372 -0.323
C37 2.729 -2.633 -0.978
C38 3.453 -3.930 -1.423
N6 2.484 -5.020 -1.608
C39 1.455 -4.574 -2.555
C40 0.686 -3.350 -1.991
N7 1.305 -2.915 -0.739
C41 1.201 -3.992 0.248
C42 1.841 -5.288 -0.317
H27 2.808 -1.859 -1.741
H28 3.156 -2.232 -0.058
H29 4.185 -4.255 -0.679
H30 3.982 -3.778 -2.367
H31 0.783 -5.416 -2.747
H32 1.953 -4.326 -3.496
H33 -0.357 -3.599 -1.777
H34 0.689 -2.506 -2.680
H35 0.147 -4.134 0.498
H36 1.706 -3.669 1.157
H37 1.091 -6.070 -0.472
H38 2.597 -5.684 0.366
F1 3.270 2.255 4.185
C43 3.703 1.002 4.359
F2 2.707 0.294 4.876
F3 4.710 1.038 5.239
S2 4.272 0.329 2.708
O4 3.106 -0.349 2.197
O5 4.748 1.487 2.019
N8 5.506 -0.601 3.029
S3 5.464 -1.947 3.838
O6 6.727 -2.162 4.479
O7 4.256 -2.176 4.585
C44 5.441 -3.258 2.536
F4 5.578 -4.462 3.112
F5 6.441 -3.102 1.665
F6 4.291 -3.257 1.861

Calculated values
orbital gap	7.0	eV
energy relative to the best compared isomer or geometry (same formula, charge and spin)	0.00	kcal/mol
charge	-2
lowest unoccupied orbital energy	3.95	eV
E_HOMO	-0.111	Eh


2.
The following is a DFT calculation (ωB97M-V/def2-TZVPD) of C44H38N11O7S2SbTi as an isolated structure at a distorted geometry.

Atoms and positions in Å:
Ti1 2.066 0.564 -1.068
C1 4.582 0.804 -4.486
C2 5.389 0.830 -3.223
C3 6.736 0.460 -3.241
C4 7.455 0.456 -2.069
C5 6.820 0.862 -0.898
C6 5.489 1.231 -0.965
N1 4.778 1.205 -2.103
Sb1 4.588 2.049 0.820
C7 3.361 0.340 1.361
C8 3.975 -0.661 2.106
C9 3.209 -1.684 2.618
C10 1.833 -1.630 2.449
C11 1.263 -0.609 1.714
C12 -0.236 -0.540 1.588
N2 2.028 0.352 1.128
C13 3.042 3.130 -0.126
C14 2.874 4.447 0.254
C15 2.032 5.289 -0.467
C16 1.514 4.769 -1.667
C17 1.727 3.471 -2.048
C18 1.290 3.018 -3.409
N3 2.389 2.568 -1.217
H1 4.764 -0.122 -5.032
H2 4.872 1.639 -5.128
H3 3.517 0.874 -4.273
H4 7.187 0.149 -4.175
H5 8.493 0.146 -2.057
H6 7.355 0.900 0.043
H7 5.047 -0.636 2.255
H8 3.664 -2.503 3.160
H9 1.193 -2.389 2.877
H10 -0.567 -0.499 0.552
H11 -0.613 0.351 2.097
H12 -0.687 -1.416 2.052
H13 3.421 4.813 1.116
H14 1.869 6.318 -0.177
H15 0.960 5.409 -2.342
H16 0.571 3.725 -3.821
H17 2.151 2.974 -4.082
H18 0.840 2.030 -3.420
O1 -0.401 -0.895 -3.217
S1 0.949 -0.867 -3.731
O2 1.122 -0.494 -5.103
O3 1.799 0.018 -2.848
C19 1.517 -2.542 -3.535
C20 0.835 -3.388 -4.407
C21 1.003 -4.758 -4.345
C22 1.843 -5.300 -3.389
C23 2.538 -4.470 -2.527
C24 2.398 -3.085 -2.591
S2 3.685 -2.241 -1.662
O4 4.173 -3.184 -0.695
O5 4.589 -1.797 -2.688
O6 3.102 -1.070 -0.905
H19 0.161 -2.950 -5.132
H20 0.471 -5.397 -5.036
H21 1.976 -6.372 -3.321
H22 3.219 -4.880 -1.797
C25 -1.978 3.961 0.824
N4 -1.375 2.891 0.043
C26 -0.176 2.356 0.210
N5 0.041 1.466 -0.745
C27 -1.112 1.482 -1.473
N6 -1.992 2.349 -1.035
C28 -2.039 3.607 2.285
C29 -1.379 4.384 3.226
C30 -1.452 4.062 4.580
C31 -2.197 2.974 4.994
C32 -2.871 2.203 4.045
C33 -2.778 2.509 2.701
C34 -3.714 1.102 4.505
N7 -4.040 0.806 5.715
N8 -4.908 -0.282 5.626
C35 -5.029 -0.539 4.369
O7 -4.295 0.291 3.601
C36 -5.837 -1.571 3.724
C37 -6.706 -2.337 4.502
C38 -7.465 -3.323 3.897
C39 -7.352 -3.550 2.527
C40 -6.489 -2.786 1.757
C41 -6.333 -3.046 0.278
N9 -4.965 -3.404 -0.063
C42 -3.985 -2.655 -0.596
N10 -2.845 -3.310 -0.584
C43 -3.196 -4.492 -0.017
N11 -4.465 -4.598 0.321
C44 -5.736 -1.794 2.364
H23 -2.968 4.120 0.402
H24 -1.397 4.872 0.677
H25 0.525 2.649 0.977
H26 -1.272 0.846 -2.329
H27 -0.802 5.242 2.902
H28 -0.931 4.668 5.310
H29 -2.280 2.712 6.040
H30 -3.313 1.910 1.972
H31 -6.774 -2.145 5.564
H32 -8.141 -3.923 4.491
H33 -7.928 -4.340 2.059
H34 -6.594 -2.164 -0.308
H35 -6.978 -3.866 -0.029
H36 -4.146 -1.662 -0.988
H37 -2.499 -5.299 0.145
H38 -5.056 -1.190 1.772

Calculated values
⟨S²⟩	2.024
orbital gap (spin up / spin down)	5.0 / 8.5	eV
energy relative to the best compared isomer or geometry (same formula, charge and spin)	34.36	kcal/mol
charge	0
lowest unoccupied orbital energy (spin up / spin down)	-0.29 / -0.29	eV
spin multiplicity	3
E_HOMO (spin up / spin down)	-0.193 / -0.321	Eh


3.
The following is a DFT calculation (ωB97M-V/def2-TZVPD) of C44H39AsCoFN4PS2SeSi as an isolated structure.

Atoms and positions in Å:
Co1 -0.260 -0.450 -0.182
C1 -0.301 -1.697 4.251
Si1 -0.607 -2.345 2.504
C2 -2.437 -2.016 2.202
C3 -0.352 -4.203 2.473
N1 0.395 -1.593 1.298
C4 1.746 -1.868 1.243
C5 2.549 -2.358 2.287
C6 3.907 -2.593 2.131
C7 4.547 -2.356 0.923
C8 3.789 -1.888 -0.144
C9 2.449 -1.674 0.048
F1 1.716 -1.234 -1.028
H1 -1.049 -2.134 4.919
H2 -0.456 -0.614 4.270
H3 0.680 -1.898 4.679
H4 -2.929 -2.946 1.909
H5 -2.663 -1.299 1.418
H6 -2.904 -1.661 3.123
H7 -1.060 -4.712 3.130
H8 0.653 -4.503 2.768
H9 -0.522 -4.559 1.453
H10 2.098 -2.559 3.248
H11 4.471 -2.970 2.975
H12 5.605 -2.540 0.803
H13 4.212 -1.707 -1.124
C10 -4.637 1.603 5.159
C11 -5.171 1.591 3.879
C12 -4.334 1.568 2.772
C13 -2.956 1.554 2.944
C14 -2.422 1.558 4.228
C15 -3.261 1.587 5.332
As1 -1.741 1.473 1.432
C16 -2.778 2.304 0.022
C17 -3.735 1.693 -0.773
C18 -4.282 2.396 -1.839
C19 -3.857 3.691 -2.111
C20 -2.886 4.296 -1.326
C21 -2.337 3.602 -0.253
C22 -1.260 4.092 0.632
C23 -0.664 5.348 0.568
C24 0.345 5.678 1.459
C25 0.773 4.761 2.412
C26 0.197 3.499 2.471
C27 -0.821 3.173 1.589
H14 -5.292 1.623 6.020
H15 -6.244 1.601 3.737
H16 -4.765 1.562 1.779
H17 -1.349 1.537 4.381
H18 -2.837 1.592 6.328
H19 -4.035 0.668 -0.595
H20 -5.029 1.927 -2.466
H21 -4.282 4.234 -2.945
H22 -2.555 5.300 -1.560
H23 -0.985 6.072 -0.171
H24 0.803 6.657 1.411
H25 1.562 5.028 3.103
H26 0.554 2.777 3.197
S1 -0.024 -1.450 -3.827
P1 -1.585 -2.272 -2.978
S2 -2.194 -1.491 -1.202
C28 -3.063 -2.113 -4.043
C29 -3.240 -0.933 -4.763
C30 -4.375 -0.737 -5.529
C31 -5.348 -1.727 -5.597
C32 -5.170 -2.912 -4.902
C33 -4.033 -3.104 -4.128
C34 -1.404 -4.067 -2.732
C35 -0.538 -4.777 -3.557
C36 -0.393 -6.147 -3.405
C37 -1.112 -6.818 -2.426
C38 -1.973 -6.114 -1.596
C39 -2.117 -4.743 -1.746
H27 -2.454 -0.188 -4.744
H28 -4.496 0.181 -6.089
H29 -6.233 -1.579 -6.203
H30 -5.914 -3.696 -4.962
H31 -3.907 -4.036 -3.592
H32 0.033 -4.242 -4.305
H33 0.289 -6.689 -4.047
H34 -0.994 -7.887 -2.303
H35 -2.526 -6.630 -0.822
H36 -2.769 -4.191 -1.081
Se1 3.028 2.338 0.014
N2 2.713 3.255 -1.464
C40 1.550 2.837 -1.931
C41 0.890 3.262 -3.133
C42 -0.271 2.650 -3.465
C43 -0.811 1.599 -2.637
N3 -0.255 1.219 -1.529
C44 0.912 1.829 -1.153
N4 1.510 1.425 -0.053
H37 1.334 4.035 -3.744
H38 -0.814 2.911 -4.361
H39 -1.717 1.080 -2.927

Calculated values
⟨S²⟩	3.760
orbital gap (spin up / spin down)	5.6 / 5.7	eV
charge	0
lowest unoccupied orbital energy (spin up / spin down)	-1.56 / -1.57	eV
spin multiplicity	4
E_HOMO (spin up / spin down)	-0.264 / -0.266	Eh


4.
The following is a DFT calculation (ωB97M-V/def2-TZVPD) of C44H39BIN15O5Rb as an isolated structure at a distorted geometry.

Atoms and positions in Å:
Rb1 -0.964 0.267 0.166
C1 -0.108 -4.723 -1.025
C2 0.253 -3.369 -1.181
N1 -0.814 -2.617 -1.401
N2 -1.866 -3.451 -1.380
C3 -1.480 -4.721 -1.157
B1 -3.268 -2.843 -1.584
N3 -3.168 -1.715 -2.625
C4 -2.783 -1.813 -3.914
C5 -2.620 -0.539 -4.405
C6 -2.914 0.291 -3.305
N4 -3.239 -0.420 -2.239
N5 -3.786 -2.263 -0.259
C7 -4.940 -1.597 -0.057
C8 -5.013 -1.267 1.276
C9 -3.821 -1.786 1.817
N6 -3.092 -2.386 0.891
N7 -4.244 -3.981 -2.004
C10 -4.980 -4.729 -1.157
C11 -5.649 -5.677 -1.899
C12 -5.243 -5.415 -3.220
N8 -4.397 -4.398 -3.276
H1 0.534 -5.566 -0.828
H2 1.228 -2.910 -1.149
H3 -2.197 -5.523 -1.112
H4 -2.677 -2.776 -4.382
H5 -2.306 -0.252 -5.394
H6 -2.893 1.368 -3.239
H7 -5.607 -1.390 -0.876
H8 -5.791 -0.718 1.778
H9 -3.460 -1.740 2.834
H10 -4.973 -4.531 -0.098
H11 -6.327 -6.434 -1.543
H12 -5.531 -5.920 -4.129
C13 5.504 3.720 0.818
C14 5.140 2.359 1.300
N9 5.676 1.903 2.405
C15 5.228 0.725 2.882
C16 4.157 -0.015 2.362
C17 3.734 -1.289 3.058
O1 3.822 -2.449 2.233
C18 3.581 0.419 1.192
C19 2.373 -0.259 0.665
N10 2.130 -0.638 -0.521
C20 3.102 -0.631 -1.538
C21 4.377 -1.140 -1.302
C22 5.297 -1.267 -2.329
C23 4.954 -0.894 -3.619
C24 3.683 -0.396 -3.873
C25 2.761 -0.269 -2.848
I1 0.856 0.465 -3.233
C26 4.125 1.601 0.541
O2 3.754 1.996 -0.568
H13 6.499 3.987 1.167
H14 4.784 4.437 1.222
H15 5.437 3.775 -0.267
H16 5.744 0.355 3.761
H17 2.733 -1.171 3.470
H18 4.415 -1.472 3.888
H19 3.213 -2.354 1.489
H20 1.612 -0.460 1.430
H21 4.643 -1.436 -0.293
H22 6.284 -1.660 -2.117
H23 5.663 -1.002 -4.430
H24 3.396 -0.115 -4.878
O3 1.409 -0.180 5.424
C27 0.914 -0.309 4.273
N11 0.796 0.576 3.321
C28 1.267 1.885 3.721
C29 0.960 2.872 2.628
C30 0.269 4.053 2.862
C31 0.039 4.926 1.810
C32 0.491 4.592 0.548
C33 1.137 3.373 0.395
N12 1.384 2.542 1.403
C34 0.404 -1.697 3.903
C35 0.397 -2.692 4.877
C36 -0.060 -3.954 4.543
C37 -0.496 -4.187 3.249
C38 -0.453 -3.138 2.342
N13 -0.012 -1.920 2.654
H25 2.358 1.891 3.896
H26 0.819 2.220 4.666
H27 -0.087 4.274 3.861
H28 -0.514 5.845 1.969
H29 0.329 5.237 -0.305
H30 1.497 3.054 -0.578
H31 0.753 -2.433 5.864
H32 -0.074 -4.747 5.283
H33 -0.867 -5.155 2.938
H34 -0.802 -3.278 1.330
O4 -2.590 2.486 1.144
N14 -2.698 3.462 0.392
N15 -2.034 3.383 -0.733
O5 -1.232 2.403 -1.070
C39 -2.127 4.504 -1.587
C40 -3.012 5.559 -1.359
C41 -3.034 6.632 -2.232
C42 -2.189 6.674 -3.339
C43 -1.320 5.617 -3.561
C44 -1.286 4.532 -2.694
H35 -3.663 5.524 -0.497
H36 -3.724 7.447 -2.049
H37 -2.217 7.516 -4.019
H38 -0.656 5.631 -4.417
H39 -0.616 3.697 -2.843

Calculated values
⟨S²⟩	0.792
orbital gap (spin up / spin down)	6.4 / 4.7	eV
energy relative to the best compared isomer or geometry (same formula, charge and spin)	2.72	kcal/mol
charge	-2
lowest unoccupied orbital energy (spin up / spin down)	3.82 / 2.08	eV
spin multiplicity	2
E_HOMO (spin up / spin down)	-0.095 / -0.095	Eh


no.,M (g/mol),electronic energy (eV)
1,1071.10,-146928.503
2,1066.62,-128292.857
3,978.83,-257591.534
4,1081.08,-88284.007